No. 1
{"formula": "C35H34AsClF5N2O3PRuSSbSe4", "method": "ωB97M-V/def2-TZVPD", "symbols": ["Ru", "Cl", "C", "C", "C", "C", "C", "C", "P", "C", "C", "C", "C", "C", "C", "C", "C", "C", "C", "C", "C", "H", "H", "H", "H", "H", "H", "H", "H", "H", "H", "H", "H", "H", "H", "C", "As", "C", "C", "S", "H", "H", "H", "H", "H", "H", "H", "H", "H", "F", "C", "C", "C", "F", "C", "F", "C", "F", "C", "F", "Se", "Sb", "Se", "Se", "Se", "C", "C", "C", "C", "C", "C", "O", "N", "C", "O", "N", "C", "O", "H", "H", "H", "H", "H", "H", "H", "H", "H", "H", "H"], "coordinates": [[-0.221, 0.227, 1.169], [-0.249, -0.970, 3.871], [1.255, -1.845, 3.869], [1.663, -2.367, 5.089], [2.791, -3.161, 5.155], [3.508, -3.449, 4.000], [3.096, -2.917, 2.793], [1.979, -2.081, 2.705], [1.476, -1.440, 1.079], [2.925, -0.750, 0.237], [2.664, -0.145, -0.996], [3.663, 0.555, -1.651], [4.915, 0.691, -1.069], [5.170, 0.116, 0.165], [4.182, -0.609, 0.816], [1.070, -3.005, 0.238], [0.285, -3.935, 0.922], [-0.097, -5.117, 0.308], [0.303, -5.387, -0.994], [1.088, -4.470, -1.675], [1.466, -3.280, -1.067], [1.089, -2.137, 5.976], [3.110, -3.556, 6.111], [4.382, -4.085, 4.040], [3.643, -3.155, 1.888], [1.668, -0.166, -1.428], [3.441, 1.030, -2.598], [5.683, 1.272, -1.564], [6.132, 0.252, 0.643], [4.392, -1.025, 1.792], [-0.042, -3.724, 1.933], [-0.707, -5.829, 0.850], [0.000, -6.307, -1.477], [1.408, -4.676, -2.688], [2.083, -2.575, -1.610], [1.120, 6.103, 2.396], [-0.121, 4.630, 1.982], [-1.142, 4.711, 3.651], [-1.386, 5.619, 0.852], [-2.098, 1.776, 1.335], [0.590, 7.049, 2.514], [1.870, 6.192, 1.611], [1.640, 5.860, 3.323], [-1.492, 5.726, 3.846], [-0.496, 4.380, 4.464], [-1.990, 4.031, 3.578], [-1.609, 6.589, 1.299], [-2.301, 5.033, 0.761], [-0.963, 5.762, -0.142], [-4.777, 2.149, 0.072], [-3.754, 2.443, -0.742], [-2.440, 2.274, -0.304], [-1.441, 2.593, -1.228], [-0.156, 2.478, -0.889], [-1.729, 3.042, -2.505], [-0.747, 3.328, -3.364], [-3.044, 3.212, -2.894], [-3.336, 3.644, -4.129], [-4.059, 2.907, -2.007], [-5.337, 3.037, -2.394], [1.996, 2.557, 5.785], [3.231, 2.378, 3.752], [1.329, 1.791, 1.985], [4.136, 0.167, 4.434], [4.555, 3.980, 2.643], [-0.441, -2.473, -4.365], [-1.697, -1.621, -4.247], [-2.150, -1.376, -2.808], [-3.387, -0.427, -2.772], [-4.603, -0.903, -3.554], [-2.575, -2.667, -2.139], [-3.029, -3.626, -2.724], [-2.510, -2.647, -0.762], [-1.818, -1.696, -0.028], [-1.794, -1.750, 1.204], [-1.115, -0.733, -0.651], [-1.086, -0.614, -2.002], [-0.330, 0.155, -2.573], [-0.165, -2.602, -5.413], [-0.606, -3.462, -3.939], [0.400, -2.003, -3.853], [-2.514, -2.106, -4.781], [-1.529, -0.644, -4.704], [-3.039, 0.531, -3.163], [-3.661, -0.254, -1.728], [-4.407, -0.934, -4.626], [-5.433, -0.215, -3.390], [-4.921, -1.899, -3.243], [-2.851, -3.452, -0.258]], "fmax_ev_per_a": 0.91, "homo_ev": [-4.837, -5.255], "spin_multiplicity": 5, "relative_energy_ev": 0.000, "lumo_energy_ev": [1.6, 0.2], "charge": -1, "total_energy_ha": -15565.240205}


No. 2
{"formula": "C35H34BFNO2PTb", "method": "ωB97M-V/def2-TZVPD", "symbols": ["Tb", "N", "C", "C", "C", "C", "C", "C", "P", "C", "C", "C", "C", "C", "C", "C", "C", "C", "C", "C", "C", "H", "H", "H", "H", "H", "H", "H", "H", "H", "H", "H", "H", "H", "H", "H", "H", "F", "C", "C", "C", "C", "C", "C", "C", "H", "H", "H", "H", "H", "H", "C", "C", "C", "C", "C", "C", "C", "C", "O", "B", "O", "C", "C", "H", "H", "H", "H", "H", "H", "H", "H", "H", "H", "H", "H"], "coordinates": [[-1.759, 1.260, -0.298], [-4.010, 2.046, 0.896], [-4.551, 1.590, 2.172], [-5.734, 2.133, 2.651], [-6.253, 1.706, 3.865], [-5.595, 0.730, 4.599], [-4.406, 0.198, 4.125], [-3.868, 0.629, 2.915], [-2.292, 0.011, 2.285], [-1.134, 1.373, 2.626], [-1.533, 2.642, 3.060], [-0.601, 3.655, 3.222], [0.741, 3.418, 2.951], [1.149, 2.169, 2.509], [0.217, 1.154, 2.342], [-1.770, -1.368, 3.314], [-2.120, -2.649, 2.889], [-1.796, -3.756, 3.659], [-1.110, -3.588, 4.853], [-0.750, -2.315, 5.281], [-1.083, -1.208, 4.517], [-4.207, 3.038, 0.809], [-4.510, 1.590, 0.134], [-6.260, 2.884, 2.074], [-7.177, 2.131, 4.234], [-5.998, 0.387, 5.542], [-3.885, -0.557, 4.700], [-2.573, 2.830, 3.296], [-0.916, 4.629, 3.574], [1.467, 4.209, 3.083], [2.189, 1.984, 2.278], [0.550, 0.186, 1.983], [-2.653, -2.792, 1.955], [-2.073, -4.746, 3.326], [-0.854, -4.450, 5.454], [-0.213, -2.189, 6.211], [-0.802, -0.220, 4.861], [1.415, -2.334, -3.315], [0.253, -1.813, -2.879], [-0.424, -0.921, -3.692], [-1.621, -0.389, -3.246], [-2.194, -0.769, -2.013], [-3.384, -0.092, -1.505], [-1.413, -1.599, -1.192], [-0.206, -2.146, -1.627], [-0.014, -0.642, -4.654], [-2.161, 0.305, -3.880], [-3.949, -0.674, -0.773], [-4.032, 0.313, -2.281], [-1.790, -1.875, -0.211], [0.369, -2.817, -1.002], [6.547, -0.006, -3.776], [5.180, -0.452, -4.300], [4.929, 0.212, -5.651], [5.178, -1.973, -4.502], [4.099, -0.087, -3.275], [4.148, -0.688, -2.009], [3.208, -0.429, -1.019], [2.214, 0.456, -1.359], [1.127, 0.875, -0.561], [0.399, 1.683, -1.426], [1.003, 1.862, -2.649], [2.144, 1.058, -2.580], [3.074, 0.815, -3.567], [7.332, -0.266, -4.489], [6.791, -0.491, -2.830], [6.579, 1.074, -3.619], [5.689, -0.109, -6.364], [4.980, 1.301, -5.590], [3.956, -0.060, -6.066], [5.910, -2.249, -5.264], [4.199, -2.328, -4.826], [5.440, -2.512, -3.591], [4.950, -1.380, -1.790], [3.248, -0.900, -0.047], [2.998, 1.300, -4.528]], "fmax_ev_per_a": 1.76, "homo_ev": [-10.145, -10.116], "spin_multiplicity": 7, "relative_energy_ev": 0.419, "lumo_energy_ev": [-3.2, -2.8], "charge": 1, "total_energy_ha": -2849.734298}


No. 3
{"formula": "C35H34Cl42F3O4P", "method": "ωB97M-V/def2-TZVPD", "symbols": ["C", "C", "C", "C", "P", "C", "O", "C", "C", "C", "C", "C", "O", "C", "C", "C", "C", "O", "C", "C", "F", "F", "F", "C", "C", "C", "C", "C", "O", "H", "H", "H", "H", "H", "H", "H", "H", "H", "H", "H", "H", "H", "H", "H", "H", "H", "H", "H", "H", "C", "Cl", "Cl", "Cl", "H", "C", "Cl", "Cl", "Cl", "H", "C", "Cl", "Cl", "Cl", "H", "C", "Cl", "Cl", "Cl", "H", "C", "Cl", "Cl", "Cl", "H", "C", "Cl", "Cl", "Cl", "H", "C", "Cl", "Cl", "Cl", "H", "C", "Cl", "Cl", "Cl", "H", "C", "Cl", "Cl", "Cl", "H", "C", "Cl", "Cl", "Cl", "H", "C", "Cl", "Cl", "Cl", "H", "C", "Cl", "Cl", "Cl", "H", "C", "Cl", "Cl", "Cl", "H", "C", "Cl", "Cl", "Cl", "H"], "coordinates": [[1.599, 4.597, 2.347], [0.226, 4.958, 1.698], [0.194, 4.507, 0.247], [0.662, 5.349, -0.789], [1.313, 7.058, -0.539], [0.061, 8.022, 0.448], [1.183, 7.749, -2.065], [0.639, 4.877, -2.110], [0.154, 3.626, -2.471], [-0.332, 2.801, -1.458], [-0.299, 3.245, -0.121], [-0.854, 2.270, 0.899], [-0.332, 2.077, 1.972], [-2.092, 1.539, 0.428], [-3.193, 1.314, 1.265], [-3.195, 1.788, 2.704], [-3.581, 3.339, 2.719], [-3.925, 3.738, 1.405], [-5.042, 4.589, 1.314], [-6.044, 4.003, 0.311], [-6.640, 2.897, 0.772], [-7.017, 4.916, 0.102], [-5.492, 3.762, -0.877], [-4.295, 0.663, 0.704], [-4.342, 0.257, -0.626], [-3.239, 0.470, -1.460], [-2.133, 1.117, -0.912], [-0.910, 1.436, -1.738], [-0.451, 0.669, -2.546], [1.473, 4.024, 3.276], [2.152, 3.964, 1.648], [2.197, 5.501, 2.501], [0.011, 6.018, 1.828], [-0.538, 4.421, 2.270], [-0.241, 8.919, -0.108], [0.549, 8.382, 1.359], [-0.830, 7.444, 0.711], [0.302, 8.142, -2.130], [0.993, 5.526, -2.909], [0.134, 3.256, -3.492], [-2.215, 1.660, 3.163], [-3.890, 1.189, 3.296], [-2.700, 3.881, 3.090], [-4.391, 3.466, 3.446], [-4.710, 5.532, 0.860], [-5.583, 4.742, 2.251], [-5.181, 0.483, 1.311], [-5.211, -0.228, -1.062], [-3.204, 0.164, -2.520], [-4.052, -2.241, -5.082], [-4.141, -1.132, -3.708], [-3.160, -3.694, -4.652], [-5.669, -2.655, -5.668], [-3.522, -1.737, -5.880], [-4.425, 0.948, 7.437], [-5.085, 2.039, 6.216], [-5.203, -0.632, 7.340], [-2.675, 0.792, 7.273], [-4.637, 1.371, 8.410], [4.627, 2.566, -0.361], [3.443, 3.577, -1.213], [4.848, 3.120, 1.302], [4.127, 0.874, -0.390], [5.576, 2.648, -0.866], [2.704, 4.302, 6.274], [3.120, 2.888, 5.306], [3.714, 5.680, 5.830], [0.991, 4.705, 6.094], [2.888, 4.068, 7.314], [6.976, 1.549, -4.147], [5.680, 2.441, -3.348], [8.536, 1.914, -3.410], [6.651, -0.187, -4.104], [7.009, 1.857, -5.184], [-1.649, -6.387, -7.636], [-3.051, -5.378, -7.291], [-1.481, -7.631, -6.393], [-1.766, -7.118, -9.238], [-0.765, -5.761, -7.612], [0.144, -1.065, 3.938], [1.172, -0.991, 5.368], [0.628, -2.401, 2.894], [-1.549, -1.219, 4.429], [0.268, -0.139, 3.387], [0.756, -4.309, -3.412], [-0.009, -5.546, -4.422], [0.217, -2.691, -3.867], [0.413, -4.622, -1.711], [1.827, -4.361, -3.561], [-2.239, 1.579, -6.603], [-3.035, 0.347, -7.593], [-2.812, 3.188, -7.044], [-2.495, 1.269, -4.886], [-1.176, 1.533, -6.800], [2.618, -6.024, 2.148], [4.200, -5.316, 1.802], [1.322, -5.045, 1.449], [2.531, -7.680, 1.546], [2.491, -6.046, 3.218], [0.240, -6.463, 6.132], [1.652, -7.242, 6.849], [-0.612, -5.486, 7.327], [0.710, -5.476, 4.744], [-0.433, -7.236, 5.783], [-1.371, -10.130, -3.616], [-0.335, -10.074, -2.188], [-0.901, -11.462, -4.676], [-3.067, -10.272, -3.151], [-1.246, -9.201, -4.159], [6.719, -3.278, -2.475], [6.697, -3.649, -0.752], [7.883, -4.298, -3.322], [5.107, -3.453, -3.177], [7.026, -2.247, -2.590], [6.999, -7.406, 3.136], [6.023, -8.843, 3.448], [7.501, -6.649, 4.650], [8.400, -7.803, 2.138], [6.387, -6.699, 2.593]], "fmax_ev_per_a": 1.90, "homo_ev": -8.444, "spin_multiplicity": 1, "lumo_energy_ev": -0.5, "total_energy_ha": -21623.995683}


No. 4
{"formula": "C35H34ClMnNO2P2", "method": "ωB97M-V/def2-TZVPD", "symbols": ["Mn", "C", "N", "C", "P", "C", "C", "C", "C", "C", "C", "C", "C", "C", "C", "C", "C", "C", "C", "C", "C", "C", "C", "P", "C", "C", "C", "C", "C", "C", "C", "C", "C", "C", "C", "C", "H", "H", "H", "H", "H", "H", "H", "H", "H", "H", "H", "H", "H", "H", "H", "H", "H", "H", "H", "H", "H", "H", "H", "H", "H", "H", "H", "H", "H", "Cl", "C", "H", "H", "C", "O", "C", "O", "H", "H", "H"], "coordinates": [[1.920, -1.407, -0.247], [-1.105, 0.669, -1.184], [-0.940, 1.489, 0.033], [0.298, 1.397, 0.767], [0.689, -0.216, 1.621], [1.556, 0.381, 3.110], [1.389, -0.316, 4.303], [1.937, 0.173, 5.476], [2.736, 1.305, 5.446], [2.906, 2.031, 4.265], [2.286, 1.574, 3.109], [-0.881, -0.992, 2.098], [-1.695, -0.450, 3.108], [-2.882, -1.079, 3.442], [-3.239, -2.254, 2.780], [-2.439, -2.793, 1.794], [-1.251, -2.160, 1.462], [-2.093, 1.874, 0.748], [-2.008, 2.552, 1.969], [-3.147, 2.874, 2.681], [-4.391, 2.535, 2.182], [-4.490, 1.946, 0.930], [-3.357, 1.596, 0.206], [0.438, 0.117, -2.060], [1.049, 1.630, -2.823], [2.417, 1.867, -2.899], [2.928, 3.010, -3.494], [2.053, 3.931, -4.061], [0.675, 3.690, -4.038], [0.174, 2.555, -3.420], [-0.390, -0.817, -3.369], [-1.116, -1.959, -3.010], [-1.736, -2.699, -3.990], [-1.617, -2.341, -5.345], [-0.885, -1.216, -5.712], [-0.279, -0.459, -4.713], [-1.767, 1.156, -1.903], [-1.566, -0.291, -0.899], [0.389, 2.170, 1.512], [1.165, 1.591, 0.100], [0.782, -1.218, 4.303], [1.757, -0.367, 6.408], [3.168, 1.702, 6.368], [3.519, 2.910, 4.263], [2.378, 2.158, 2.178], [-1.366, 0.457, 3.603], [-3.551, -0.682, 4.199], [-4.170, -2.756, 3.025], [-2.789, -3.685, 1.293], [-0.629, -2.578, 0.675], [-1.067, 2.835, 2.398], [-3.050, 3.439, 3.594], [-5.276, 2.746, 2.728], [-5.469, 1.768, 0.485], [-3.512, 1.101, -0.716], [3.102, 1.141, -2.466], [3.994, 3.191, -3.529], [2.431, 4.835, -4.525], [-0.005, 4.379, -4.554], [-0.891, 2.380, -3.425], [-1.167, -2.261, -1.970], [-2.318, -3.558, -3.763], [-2.096, -2.944, -6.113], [-0.776, -0.927, -6.733], [0.279, 0.412, -4.986], [4.475, -1.037, -1.815], [3.845, -0.755, -0.202], [3.737, 0.309, -0.064], [4.428, -1.272, 0.561], [2.546, -5.630, -0.071], [3.124, -4.305, 0.025], [2.366, -3.317, -0.251], [1.157, -3.318, -0.531], [3.291, -6.290, 0.334], [2.430, -5.832, -1.131], [1.591, -5.696, 0.430]], "fmax_ev_per_a": 1.41, "homo_ev": [-10.176, -10.191], "spin_multiplicity": 5, "relative_energy_ev": 0.000, "lumo_energy_ev": [-3.5, -2.8], "charge": 1, "total_energy_ha": -3853.000129}


No. 5
{"formula": "C35H34ClN5O8SZr", "method": "ωB97M-V/def2-TZVPD", "symbols": ["Zr", "O", "C", "C", "C", "C", "C", "C", "C", "N", "C", "C", "N", "C", "C", "C", "C", "C", "C", "C", "O", "H", "H", "H", "H", "H", "H", "H", "H", "H", "H", "H", "H", "H", "H", "O", "C", "O", "C", "C", "C", "C", "C", "C", "N", "O", "O", "H", "H", "H", "H", "Cl", "C", "C", "C", "C", "C", "C", "C", "O", "O", "H", "H", "H", "H", "C", "N", "C", "C", "S", "N", "C", "C", "H", "H", "H", "H", "H", "H", "H", "H", "H", "H", "H", "H"], "coordinates": [[-0.016, -0.670, 0.542], [1.402, -0.403, -0.958], [1.953, -1.406, -1.614], [3.345, -1.522, -1.726], [3.900, -2.556, -2.450], [3.103, -3.496, -3.106], [1.733, -3.385, -3.017], [1.141, -2.363, -2.263], [-0.305, -2.266, -2.238], [-0.976, -1.548, -1.420], [-2.435, -1.476, -1.551], [-2.911, -0.258, -0.761], [-2.291, -0.403, 0.537], [-2.902, -0.398, 1.655], [-2.299, -0.945, 2.858], [-2.805, -0.602, 4.119], [-2.358, -1.237, 5.253], [-1.420, -2.268, 5.134], [-0.921, -2.644, 3.907], [-1.329, -1.971, 2.746], [-0.812, -2.301, 1.570], [3.964, -0.794, -1.216], [4.979, -2.637, -2.512], [3.555, -4.295, -3.676], [1.093, -4.098, -3.526], [-0.833, -2.842, -3.003], [-2.871, -2.382, -1.123], [-2.722, -1.398, -2.601], [-4.001, -0.229, -0.696], [-2.542, 0.652, -1.239], [-3.941, -0.064, 1.711], [-3.552, 0.180, 4.191], [-2.737, -0.957, 6.226], [-1.077, -2.783, 6.023], [-0.193, -3.438, 3.805], [-0.725, 2.355, 2.569], [0.117, 2.102, 1.738], [-0.111, 1.391, 0.651], [1.559, 2.508, 1.914], [2.522, 2.135, 0.982], [3.867, 2.340, 1.251], [4.208, 2.931, 2.453], [3.272, 3.355, 3.379], [1.934, 3.135, 3.098], [5.643, 3.093, 2.775], [6.453, 2.687, 1.964], [5.928, 3.617, 3.833], [2.220, 1.647, 0.066], [4.641, 2.029, 0.565], [3.595, 3.815, 4.300], [1.164, 3.407, 3.808], [7.197, 0.259, 4.823], [5.690, -0.179, 4.082], [5.706, -0.963, 2.937], [4.500, -1.295, 2.343], [3.304, -0.837, 2.886], [3.306, -0.057, 4.035], [4.505, 0.270, 4.645], [2.042, -1.079, 2.147], [1.025, -0.355, 2.446], [1.958, -1.873, 1.184], [6.648, -1.290, 2.522], [4.471, -1.898, 1.444], [2.369, 0.313, 4.430], [4.534, 0.881, 5.537], [2.988, 1.903, -2.974], [1.642, 2.117, -3.493], [1.230, 1.129, -4.471], [0.696, 2.772, -2.757], [-0.906, 2.304, -2.735], [1.135, 3.858, -2.057], [2.163, 4.743, -2.589], [0.278, 4.485, -1.067], [3.172, 0.829, -2.908], [3.080, 2.324, -1.977], [3.750, 2.347, -3.621], [2.064, 0.958, -5.154], [0.371, 1.490, -5.029], [0.961, 0.182, -3.993], [2.440, 4.439, -3.594], [3.058, 4.762, -1.961], [1.760, 5.757, -2.635], [-0.340, 3.733, -0.589], [-0.377, 5.232, -1.528], [0.910, 4.974, -0.325]], "fmax_ev_per_a": 0.57, "homo_ev": -7.975, "spin_multiplicity": 1, "relative_energy_ev": 0.826, "lumo_energy_ev": -0.5, "total_energy_ha": -3135.462874}